71
Properties=species:S:1:pos:R:3:forces:R:3:mulliken_charge:R:1 method="wB97M-V/def2-TZVPD" max_force_ha_per_bohr=0.012 total_energy_ha=-3531.8629 spin_multiplicity=4 charge=0 homo_lumo_gap_ev="7.13 / 5.67" e_lumo_ev="-0.9 / -2.4"
C -3.6196 1.2794 -3.7418 0.0 0.0 0.0 -1.035
C -2.6268 -1.5272 2.3365 0.0 0.1 0.0 -1.023
C 0.2076 0.6485 3.0384 0.0 0.0 0.0 -0.116
H 0.2249 -3.5384 -4.1064 0.0 0.0 0.0 0.442
O -3.1802 2.3719 -4.5406 0.0 0.1 0.0 -0.513
H -2.3200 2.6662 -4.2245 0.0 0.0 0.0 0.393
C 0.4128 -2.8087 -3.3234 0.0 0.0 0.0 -0.776
H -3.2249 -2.3817 2.6396 0.0 0.0 0.0 0.389
C -0.7141 2.4867 0.2158 0.0 0.0 0.0 -1.658
H -1.2238 4.8856 1.3409 0.0 0.0 0.0 0.304
H -1.6848 4.9605 3.0359 0.0 0.0 0.0 0.639
C 3.8013 -2.7175 -1.6148 0.0 0.0 0.0 -0.857
Te -1.6545 -2.0202 0.5150 0.0 -0.1 0.0 0.603
H 1.4102 -2.3855 -3.4515 0.0 0.0 0.0 0.190
C 2.0748 4.1440 1.5336 -0.1 0.1 0.1 -0.008
O 0.3942 -0.6271 -1.5841 0.0 0.0 -0.1 -0.598
C 1.4869 2.9984 1.1849 0.1 0.0 -0.1 -0.281
H 1.4189 -3.2457 1.2902 0.0 0.0 -0.1 0.587
C -0.8716 4.6950 2.3596 0.0 0.0 0.0 -1.032
C -1.5791 1.3841 -1.5828 0.0 -0.1 -0.1 -0.961
C -2.4908 -0.8447 -4.3976 0.0 0.0 0.0 -0.922
Cr 0.4283 -0.2703 0.2708 0.2 -0.6 0.1 0.208
N -0.8160 1.3828 -0.4653 0.0 0.1 0.1 0.459
C -3.3997 -1.5997 -0.6213 0.0 0.0 0.0 -1.106
H 5.2420 -6.9611 -1.4340 0.0 0.0 0.0 0.239
H -3.2578 -0.6588 2.1645 0.0 0.0 0.0 0.343
H -3.9967 1.6359 -2.7769 0.0 0.0 0.0 0.330
H -3.2258 -0.9557 -5.1863 0.0 0.0 0.0 0.397
O -0.2557 4.2692 5.6287 0.1 0.0 0.0 -0.671
H -4.4658 0.8480 -4.2750 0.0 0.0 0.0 0.413
C -0.5256 3.2606 2.5996 0.0 0.1 0.1 -0.076
C 4.7818 -4.9886 -1.5114 -0.1 0.0 0.0 0.312
C -0.5727 2.7571 3.8874 0.1 -0.1 -0.1 1.032
O 0.6919 -1.3368 1.9406 -0.2 0.2 -0.1 -0.051
C -1.1226 3.6475 5.0028 -0.1 0.2 0.0 -0.124
H 2.3427 6.0113 2.5549 0.0 0.0 0.0 0.344
H -0.0598 1.0500 5.1273 0.0 0.0 0.0 0.620
H -4.2110 -2.1845 -0.1941 0.0 0.0 0.0 0.498
C 0.0797 2.4519 1.4895 -0.1 0.0 0.1 1.988
C 2.0816 -3.1329 0.4437 0.0 0.0 0.1 -1.020
C -0.5917 -0.6725 -2.4564 0.0 0.0 0.0 0.010
I 2.6423 1.6012 0.0893 -0.1 0.0 0.0 0.234
O 0.6178 -1.4101 4.1814 0.0 0.0 0.0 -0.660
H -2.2056 2.2558 -1.7428 0.0 0.0 0.0 0.358
H 0.4047 -3.3069 -2.3505 0.0 0.0 0.0 0.114
H 2.8742 -5.0948 0.6013 0.0 0.0 0.0 0.313
C -0.6309 -1.7368 -3.3880 0.0 0.0 0.0 0.811
H 2.8419 -0.8069 -1.6891 0.0 0.0 0.0 0.524
O -2.3623 3.6617 5.0500 -0.1 -0.1 0.0 -0.679
C 1.5743 5.2990 2.2842 0.0 0.0 -0.1 -0.522
N 4.5970 -6.2654 -1.1010 0.0 0.0 0.0 -0.317
O 5.6766 -4.6632 -2.2625 0.0 0.0 0.0 -0.616
H 4.4857 -2.5227 -2.4276 0.0 0.0 0.0 0.514
H 0.1297 6.4806 3.1935 0.0 0.0 0.0 0.400
C 0.5401 -0.8208 3.1319 -0.1 0.0 0.0 -0.126
C -2.5552 0.2341 -3.5519 0.0 0.0 0.0 0.722
H 3.1055 4.2542 1.2156 0.0 0.0 0.0 0.401
C 2.9087 -1.7597 -1.1793 0.0 0.0 -0.1 -0.764
H -3.2353 -1.8968 -1.6536 0.0 0.0 0.0 0.252
H -1.1512 3.4130 -0.1426 0.0 0.0 0.0 0.384
H 3.8265 -6.5514 -0.5282 0.0 0.0 0.0 0.153
N 0.2069 1.0440 1.7950 0.0 0.1 0.1 0.193
N -1.5645 -1.8164 -4.3162 0.0 0.0 0.0 -0.674
H -3.6286 -0.5382 -0.5678 0.0 0.0 0.0 0.328
C -0.1118 1.4620 4.1301 0.0 0.0 0.0 -0.803
C 2.9189 -4.1660 0.0499 0.0 0.0 0.0 -1.047
C -1.5835 0.3226 -2.5201 -0.1 0.1 0.0 0.934
C 3.8016 -3.9606 -0.9978 0.0 0.0 0.0 1.095
N 2.0635 -1.9486 -0.1628 -0.1 0.1 0.0 0.828
H -1.8963 -1.3115 3.1092 0.0 0.0 0.0 0.282
C 0.3204 5.5715 2.6384 0.0 0.0 0.0 -0.541